DFT (wB97M-V/def2-TZVPD) results for C9H10N2 as an isolated structure at a distorted geometry.

Each line ends with the Löwdin charge.
Positions of all 21 atoms, in Å:
C (-3.0527, 0.5127, -0.3650)  -0.182
C (0.4962, -1.4888, 0.1677)  -0.053
C (-0.4253, -1.5331, 1.2175)  -0.099
C (0.1146, -0.8348, -1.1742)  -0.185
C (0.4496, 1.2847, -0.4973)  -0.180
C (0.2104, 1.1992, 0.9832)  -0.139
C (-1.3925, -0.6036, 1.4697)  -0.062
C (-0.5474, 0.4949, -1.1407)  -0.278
C (-1.6889, 0.4022, -0.1246)  -0.207
N (-4.1780, 0.5717, -0.6117)  0.155
N (-1.2101, 0.7963, 1.1586)  -0.027
H (1.2156, -2.3018, 0.0754)  0.100
H (-0.1873, -2.3489, 1.8607)  0.102
H (1.0628, -0.9370, -1.8652)  0.153
H (-0.5153, -1.6147, -1.6553)  0.129
H (0.4735, 2.3768, -0.7681)  0.142
H (1.4689, 0.8700, -0.5878)  0.129
H (0.8241, 0.5222, 1.4550)  0.084
H (0.3725, 2.1771, 1.3989)  0.116
H (-2.2897, -0.7929, 1.9991)  0.124
H (-0.8807, 0.8299, -2.1666)  0.178

Results
Charge = 0
E_HOMO = -7.87 eV
Strongest force on any atom = 0.112 Eh/bohr
Energy relative to the best compared isomer or geometry (same formula, charge and spin) = 4.768 eV
Multiplicity = 1

DFT (wB97M-V/def2-TZVPD) results for a 3-piece molecular cluster, C9H17F4NO9PS2 overall at a distorted geometry.

Each line ends with the Löwdin charge.
Positions of all 43 atoms, in Å:
N (2.5181, -3.9987, 0.8268)  0.096
C (1.0710, -3.9956, 0.6139)  -0.488
O (0.6105, -4.7496, -0.1708)  0.121
C (0.2160, -2.9827, 1.3803)  -0.130
C (-0.5873, -2.1189, 0.3376)  -0.254
P (-2.3242, -1.8727, 0.9735)  1.235
C (-3.4744, -3.2258, 0.3634)  -0.593
F (-3.3050, -3.3315, -0.9580)  0.125
F (-4.7387, -2.8476, 0.6241)  0.104
C (-3.2887, -4.6156, 1.0089)  -0.348
F (-3.7339, -4.6297, 2.2778)  0.106
F (-2.0291, -5.0615, 0.9419)  0.109
H (2.7338, -4.9936, 0.9268)  0.092
H (2.9000, -3.7630, -0.0920)  0.093
H (0.8366, -2.2966, 1.9734)  0.121
H (-0.4860, -3.4564, 2.0808)  0.099
H (-0.1775, -1.1102, 0.2803)  0.043
H (-0.6675, -2.6032, -0.6480)  0.113
H (-2.7812, -0.6660, 0.3978)  0.044
H (-2.3475, -1.6652, 2.3684)  0.074
H (-3.9277, -5.3205, 0.4464)  0.187
C (-1.7801, 3.3701, 1.7474)  -0.140
C (-1.3119, 3.7851, 0.3700)  -0.126
O (-0.3683, 2.7713, -0.0143)  -0.238
S (-0.8074, 1.3796, 0.6151)  0.602
O (-1.5318, 0.6377, -0.3754)  -0.286
O (0.2922, 0.8200, 1.3187)  -0.201
O (-1.8694, 1.9371, 1.6813)  -0.191
H (-1.0488, 3.6316, 2.5141)  0.141
H (-2.7441, 3.8009, 2.0063)  0.142
H (-0.8411, 4.7649, 0.3661)  0.149
H (-2.1334, 3.7742, -0.3500)  0.142
C (4.2989, 3.1108, -2.8840)  -0.158
C (3.9647, 4.4780, -2.3241)  -0.158
O (2.5343, 4.4878, -2.2243)  -0.182
S (2.0140, 3.0038, -1.8957)  0.624
O (1.7893, 2.8986, -0.4967)  -0.228
O (1.0160, 2.6566, -2.8427)  -0.207
O (3.3708, 2.2183, -2.2535)  -0.183
H (4.1324, 3.0711, -3.9624)  0.137
H (5.3212, 2.8121, -2.6649)  0.139
H (4.3091, 5.2864, -2.9638)  0.139
H (4.3761, 4.6084, -1.3206)  0.136

Results
Charge = +1
E_HOMO = -12.59 eV
Strongest force on any atom = 0.044 Eh/bohr
Multiplicity = 1

DFT (wB97M-V/def2-TZVPD) results for C5H15N3O as an isolated structure at a distorted geometry.

Each line ends with the Löwdin charge.
Positions of all 24 atoms, in Å:
C (-0.4050, 1.9610, 1.0075)  -0.245
C (1.1029, -0.2402, -1.3550)  -0.160
C (-0.1961, 3.2730, 0.2530)  -0.080
N (1.2970, -0.8884, -0.0917)  -0.231
N (2.0368, -2.0271, -0.2388)  -0.025
H (1.6612, -2.7200, -0.8905)  0.073
H (2.2699, -2.4404, 0.6565)  0.080
H (0.5547, 1.4845, 1.2123)  0.105
H (-0.9517, 2.1229, 1.9422)  0.116
H (0.9631, -0.9350, -2.1941)  0.074
H (0.1939, 0.3840, -1.2638)  0.049
H (1.9432, 0.4275, -1.5534)  0.075
H (0.4130, 3.9513, 0.8521)  0.077
H (-1.1550, 3.7499, 0.0398)  0.076
H (0.3271, 3.0897, -0.6860)  0.072
C (-0.3499, -1.3357, 0.7090)  -0.140
C (-1.2036, -2.1665, -0.2149)  -0.129
N (-1.1476, 1.0283, 0.1356)  -0.115
O (-2.3649, 1.0684, 0.2446)  0.007
H (-0.9301, -0.6834, 1.3539)  0.061
H (0.1977, -1.9257, 1.4408)  0.068
H (-0.5882, -2.8138, -0.8445)  0.056
H (-1.8625, -2.8278, 0.3519)  0.074
H (-1.8060, -1.5362, -0.8661)  0.064

Results
Charge = 0
E_HOMO = -7.88 eV
Strongest force on any atom = 0.070 Eh/bohr
Energy relative to the best compared isomer or geometry (same formula, charge and spin) = 6.177 eV
Multiplicity = 1

DFT (wB97M-V/def2-TZVPD) results for C20H23FeOS as an isolated structure at a distorted geometry.

Each line ends with the Löwdin charge.
Positions of all 46 atoms, in Å:
C (0.9875, 3.3432, -2.4651)  -0.193
C (0.6886, 3.0013, -1.0861)  -0.193
C (-0.3785, 2.0194, -1.0864)  -0.196
C (-0.7466, 1.7527, -2.4684)  -0.198
C (0.0999, 2.5732, -3.3235)  -0.202
Fe (1.1596, 1.3957, -2.1807)  0.272
C (1.6962, -0.1822, -3.2533)  -0.186
C (2.7640, 0.8170, -3.1908)  -0.192
C (3.0683, 1.0594, -1.8115)  -0.143
C (2.1864, 0.2314, -0.9642)  -0.324
C (1.9591, 0.3297, 0.4511)  -0.013
C (1.7545, -0.7912, 1.2884)  -0.232
C (1.4039, -0.5851, 2.6494)  -0.077
C (1.2707, -1.6439, 3.5295)  -0.135
C (1.4942, -2.9559, 3.0879)  -0.133
C (1.8235, -3.1957, 1.7498)  -0.108
C (1.9319, -2.1405, 0.8520)  -0.034
C (1.3575, -0.5548, -1.9106)  -0.147
H (1.6854, 4.1121, -2.7881)  0.096
H (1.1118, 3.4782, -0.2055)  0.094
H (-0.8875, 1.6234, -0.2098)  0.079
H (-1.5681, 1.1195, -2.7938)  0.094
H (0.0202, 2.6558, -4.4044)  0.093
H (1.2923, -0.6181, -4.1655)  0.096
H (3.2781, 1.2323, -4.0547)  0.095
H (3.8734, 1.6733, -1.4034)  0.106
H (2.0579, 1.3216, 0.9119)  0.109
H (1.2968, 0.4436, 2.9965)  0.103
H (1.0198, -1.4589, 4.5731)  0.090
H (1.4135, -3.7822, 3.7813)  0.079
H (2.0251, -4.2085, 1.4061)  0.092
H (2.2439, -2.3238, -0.1723)  0.101
H (0.6745, -1.3314, -1.5788)  0.103
C (-2.5546, -0.4433, 2.7288)  -0.179
S (-3.3145, -1.1818, 1.2625)  0.660
C (-4.9006, -0.2916, 1.2203)  -0.179
C (-2.3387, -0.8692, -0.0269)  -0.281
O (-3.6022, -2.6068, 1.5110)  -0.408
H (-2.4145, 0.6291, 2.5503)  0.070
H (-3.2007, -0.6129, 3.6009)  0.058
H (-1.5796, -0.9247, 2.8599)  0.053
H (-4.7386, 0.7720, 1.0071)  0.065
H (-5.5298, -0.7437, 0.4413)  0.067
H (-5.3767, -0.4181, 2.2040)  0.059
H (-2.5482, 0.0391, -0.5962)  0.003
H (-1.9591, -1.7585, -0.5228)  0.017

Results
Charge = -1
E_HOMO (spin up / spin down) = -1.05 / -2.74 eV
Strongest force on any atom = 0.043 Eh/bohr
<S²> = 6.13
Multiplicity = 5

DFT (wB97M-V/def2-TZVPD) results for a 2-piece molecular cluster, C3H9IN2 overall at a distorted geometry.

Each line ends with the Löwdin charge.
Positions of all 15 atoms, in Å:
C (-2.1497, -0.4383, -1.7639)  -0.144
N (-1.2074, -0.8034, -0.7844)  -0.110
N (-0.2427, -0.1911, -0.2890)  -0.013
C (-0.1296, 1.2718, -0.6093)  -0.131
H (-1.8714, 0.4921, -2.2893)  0.065
H (-2.3610, -1.2923, -2.4436)  0.091
H (-3.1171, -0.2057, -1.2993)  0.090
H (-0.9289, 1.7126, -1.1073)  0.025
H (0.1388, 1.7911, 0.2618)  0.004
H (0.7143, 1.5723, -1.2527)  0.085
C (2.1661, -1.0144, 2.2716)  -0.587
I (2.7106, 1.0406, 2.0211)  0.653
H (2.9563, -1.7606, 1.9562)  0.025
H (1.1743, -1.1175, 1.9073)  -0.056
H (2.1474, -1.0571, 3.4209)  0.002

Results
Charge = 0
E_HOMO = -8.63 eV
Strongest force on any atom = 0.065 Eh/bohr
SMILES = C/N=N\C.CI
Energy relative to the best compared isomer or geometry (same formula, charge and spin) = 2.069 eV
Multiplicity = 1

DFT (wB97M-V/def2-TZVPD) results for a 11-piece molecular cluster, C33H95N7O12 overall at a distorted geometry.

Each line ends with the Löwdin charge.
Positions of all 147 atoms, in Å:
C (3.1536, -6.2038, 4.4973)  -0.113
O (2.7212, -4.9354, 4.9658)  -0.170
C (2.7223, -4.9461, 6.3438)  -0.232
C (1.9352, -3.6886, 6.8975)  -0.399
C (2.5856, -2.3615, 6.3980)  -0.066
N (2.0368, -3.6858, 8.3516)  0.017
H (4.1336, -6.4994, 4.8719)  0.087
H (3.2389, -6.2948, 3.4144)  0.084
H (2.4488, -7.0115, 4.6943)  0.084
H (2.1051, -5.7732, 6.6945)  0.116
H (3.7435, -5.0018, 6.7210)  0.129
H (0.8898, -3.7279, 6.5914)  0.128
H (2.1997, -1.4219, 6.7934)  0.067
H (2.4831, -2.2479, 5.3188)  0.065
H (3.6705, -2.3259, 6.4968)  0.070
H (1.5729, -2.8844, 8.7549)  0.069
H (1.5742, -4.5433, 8.6176)  0.064
C (-3.1807, -4.6297, 0.7840)  -0.097
O (-4.2073, -5.4954, 0.2835)  -0.194
C (-5.5820, -5.0374, 0.3699)  -0.180
C (-6.5308, -6.2138, 0.3847)  -0.445
C (-6.5828, -7.0626, -0.8796)  -0.087
N (-7.8550, -5.6866, 0.3745)  0.006
H (-2.8555, -3.8466, 0.0992)  0.072
H (-2.3013, -5.2342, 1.0062)  0.086
H (-3.5425, -4.0600, 1.6399)  0.080
H (-5.8412, -4.2834, 1.1131)  0.123
H (-5.6909, -4.4269, -0.5265)  0.121
H (-6.4049, -6.9410, 1.1869)  0.146
H (-6.8119, -6.5552, -1.8167)  0.087
H (-7.1650, -7.9699, -0.7185)  0.083
H (-5.5307, -7.3389, -0.9494)  0.071
H (-7.9702, -4.9899, -0.3476)  0.072
H (-8.3659, -6.4418, -0.0599)  0.057
C (0.0147, 4.2453, -4.5820)  -0.123
O (0.3027, 3.0883, -5.2931)  -0.222
C (0.3753, 3.1927, -6.7419)  -0.125
C (-1.0185, 3.5346, -7.4315)  -0.454
C (-2.1023, 2.5302, -7.0864)  -0.071
N (-1.0301, 3.5450, -8.8454)  0.004
H (0.8279, 4.9486, -4.7615)  0.088
H (-0.0163, 4.0158, -3.5169)  0.092
H (-0.9402, 4.6377, -4.9318)  0.081
H (1.0816, 4.0058, -6.9097)  0.113
H (0.7647, 2.2930, -7.2183)  0.121
H (-1.3237, 4.5605, -7.2253)  0.130
H (-1.9871, 1.6107, -7.6602)  0.076
H (-3.0737, 2.9783, -7.2956)  0.079
H (-2.0664, 2.3406, -6.0136)  0.070
H (-1.8924, 3.8798, -9.2509)  0.077
H (-0.9343, 2.6105, -9.2164)  0.067
C (7.5885, -3.4481, 4.9630)  -0.047
O (7.3754, -3.6766, 3.4920)  -0.182
C (7.0156, -2.4574, 2.8701)  -0.245
C (6.1966, -2.7113, 1.6326)  -0.442
C (6.8645, -3.4184, 0.4372)  -0.060
N (5.6012, -1.4581, 1.2011)  0.029
H (8.4908, -2.8638, 5.1434)  0.087
H (7.6739, -4.4213, 5.4465)  0.078
H (6.6671, -3.0652, 5.4018)  0.074
H (6.5207, -1.8720, 3.6451)  0.106
H (7.7933, -1.7300, 2.6373)  0.124
H (5.4317, -3.4404, 1.9001)  0.135
H (7.5876, -2.7870, -0.0792)  0.076
H (6.0892, -3.5720, -0.3134)  0.067
H (7.2070, -4.4163, 0.7110)  0.076
H (5.0991, -1.6242, 0.3407)  0.062
H (6.2814, -0.7921, 0.8636)  0.068
C (4.0093, 6.9238, 3.3161)  -0.108
O (5.1352, 6.4775, 4.0494)  -0.164
C (4.9744, 5.2285, 4.6748)  -0.186
C (5.1397, 4.0057, 3.6849)  -0.456
C (5.0176, 2.6246, 4.3156)  -0.071
N (6.4358, 3.9984, 3.0508)  0.010
H (4.2545, 7.6303, 2.5231)  0.088
H (3.3114, 7.5260, 3.8978)  0.079
H (3.3596, 6.1134, 2.9856)  0.082
H (5.7238, 5.0647, 5.4492)  0.127
H (4.0270, 5.0024, 5.1642)  0.116
H (4.4949, 4.0024, 2.8061)  0.122
H (4.9152, 1.8260, 3.5808)  0.073
H (4.1451, 2.6422, 4.9686)  0.072
H (5.9545, 2.4772, 4.8529)  0.079
H (6.4633, 3.3330, 2.2914)  0.068
H (6.5282, 4.7972, 2.4396)  0.067
C (-3.4383, 7.6006, -1.6056)  -0.121
O (-2.5653, 7.1088, -0.6234)  -0.205
C (-3.0774, 6.6348, 0.6151)  -0.219
C (-1.8851, 6.1328, 1.4343)  -0.360
C (-2.3426, 5.3070, 2.6411)  -0.077
N (-1.3421, 7.4584, 1.9626)  0.028
H (-2.8176, 8.1050, -2.3461)  0.085
H (-4.1046, 8.3977, -1.2756)  0.083
H (-4.0129, 6.8441, -2.1399)  0.084
H (-3.7978, 7.3440, 1.0226)  0.130
H (-3.6767, 5.7836, 0.2919)  0.116
H (-1.1469, 5.5728, 0.8602)  0.134
H (-3.1902, 5.7108, 3.1949)  0.080
H (-1.6125, 5.2999, 3.4504)  0.073
H (-2.4392, 4.2583, 2.3601)  0.076
H (-1.7613, 7.4900, 2.8809)  0.044
H (-1.6449, 8.2595, 1.4272)  0.053
C (-3.0865, -2.1638, -4.1406)  -0.138
O (-2.1599, -2.0338, -5.1796)  -0.201
C (-2.5629, -2.7714, -6.3517)  -0.161
C (-1.2584, -2.8204, -7.3155)  -0.369
C (-1.5977, -3.5302, -8.7025)  -0.069
N (-0.0746, -3.5165, -6.7942)  0.024
H (-4.0807, -1.7539, -4.3181)  0.085
H (-2.7202, -1.6405, -3.2573)  0.083
H (-3.1819, -3.2070, -3.8395)  0.084
H (-2.7601, -3.7894, -6.0156)  0.112
H (-3.4605, -2.3999, -6.8461)  0.116
H (-1.0124, -1.7845, -7.5491)  0.120
H (-2.5767, -3.1837, -9.0336)  0.059
H (-1.7989, -4.5954, -8.5887)  0.064
H (-0.8184, -3.3996, -9.4533)  0.070
H (-0.0432, -4.5184, -6.6700)  0.068
H (-0.1143, -3.2430, -5.8228)  0.052
O (-7.3981, 3.2532, -0.9569)  -0.054
C (-7.1064, 1.8872, -1.1224)  -0.262
C (-5.7207, 1.5750, -0.6657)  -0.264
O (-5.4897, 2.1904, 0.5892)  -0.057
H (-6.8690, 3.5485, -0.2123)  0.069
H (-7.8059, 1.3136, -0.5143)  0.116
H (-7.2854, 1.6103, -2.1613)  0.122
H (-4.9355, 1.8809, -1.3571)  0.118
H (-5.5887, 0.4931, -0.6786)  0.118
H (-4.9186, 1.5693, 1.0471)  0.088
C (-3.4267, 0.2228, 5.0632)  -0.176
O (-3.1092, 0.0080, 3.7086)  -0.126
H (-4.4367, 0.6276, 4.9991)  0.080
H (-3.3370, -0.6831, 5.6627)  0.078
H (-2.7985, 1.0102, 5.4797)  0.076
H (-2.1655, -0.1498, 3.7864)  0.068
C (4.0187, -1.2031, -4.6393)  -0.141
O (3.7430, 0.1577, -4.2056)  -0.137
H (3.1906, -1.8109, -4.2745)  0.073
H (4.1424, -1.2723, -5.7200)  0.067
H (5.0012, -1.6260, -4.4301)  0.072
H (2.9921, 0.5742, -4.6348)  0.064
C (0.5218, 0.3897, 0.1142)  -0.169
O (0.6650, -0.1234, 1.4332)  -0.117
H (0.7650, 1.4522, 0.1029)  0.071
H (1.2209, -0.0072, -0.6219)  0.072
H (-0.4647, 0.2567, -0.3297)  0.073
H (1.6078, -0.2728, 1.5357)  0.069

Results
Charge = 0
E_HOMO = -8.97 eV
Strongest force on any atom = 0.070 Eh/bohr
SMILES = COC[C@H](C)N.COC[C@H](C)N.COC[C@H](C)N.COC[C@H](C)N.COC[C@H](C)N.COC[C@H](C)N.COC[C@H](C)N.OCCO.CO.CO.CO
Energy relative to the best compared isomer or geometry (same formula, charge and spin) = 4.571 eV
Multiplicity = 1